The following is a DFT calculation (the ωB97M-V functional and the def2-TZVPD basis) of 2 unconnected molecules or ions with the total composition C3H2BrI.

```
7
Properties=species:S:1:pos:R:3:forces:R:3
C 0.609 0.175 -0.687 -0.729 -2.273 0.412
C 0.657 -0.859 0.204 -1.000 5.115 -0.537
C -0.045 0.399 0.500 0.624 -2.960 -1.615
Br -0.163 1.798 1.569 -0.568 1.148 1.338
I -3.199 -0.416 -0.497 0.999 0.291 0.344
H 0.847 0.490 -1.671 0.296 0.428 -0.486
H 1.294 -1.585 0.581 0.378 -1.749 0.544
```
Forces are in eV/Å.

Computed properties:
electronic energy	-81281.6351	eV
relative energy (zero: lowest compared OMol25 entry of this formula, charge and spin)	222.5	kJ/mol
largest force on an atom	0.1019	Eh/bohr
charge	0
HOMO level (spin up / spin down)	-7.70 / -7.42	eV
HOMO-LUMO gap (spin up / spin down)	6.1 / 5.4	eV

---

The following is a DFT calculation (the ωB97M-V functional and the def2-TZVPD basis) of C4H9NO in the gas phase.

```
15
Properties=species:S:1:pos:R:3:forces:R:3
C 0.642 -2.166 -0.043 0.048 -0.058 -0.042
C 0.564 -0.926 0.836 0.119 -0.103 0.142
N 0.519 0.290 0.040 0.033 0.065 -0.034
C -0.541 1.115 0.147 -0.180 -0.258 0.750
O -1.398 0.959 1.020 0.650 -0.639 0.554
C -0.910 2.198 -0.817 -0.450 0.022 0.545
H 0.698 -3.067 0.575 -0.002 0.106 -0.092
H 1.531 -2.139 -0.684 -0.102 -0.041 0.072
H -0.241 -2.243 -0.688 0.137 0.030 0.116
H -0.353 -0.922 1.433 0.234 -0.013 -0.114
H 1.408 -0.881 1.532 -0.034 -0.063 -0.063
H 1.249 0.472 -0.629 -0.169 0.001 -0.049
H -0.596 2.086 -1.872 -0.712 -0.163 0.539
H -0.627 3.194 -0.470 0.289 -0.150 0.108
H -1.946 2.029 -0.381 0.140 1.265 -2.432
```
Forces are in eV/Å.

Computed properties:
electronic energy	-7831.2182	eV
relative energy (zero: lowest compared OMol25 entry of this formula, charge and spin)	106.3	kJ/mol
largest force on an atom	0.0534	Eh/bohr
charge	0
HOMO level	-9.61	eV
SMILES string	CCNC(C)=O
HOMO-LUMO gap	10.5	eV

---

The following is a DFT calculation (the ωB97M-V functional and the def2-TZVPD basis) of C3H4N2O in the gas phase.

```
10
Properties=species:S:1:pos:R:3:forces:R:3
N -0.901 0.686 0.108 -0.034 -0.046 0.111
C -1.181 -0.552 0.493 0.079 0.032 -0.054
O -0.351 -1.479 0.332 -0.024 0.309 -0.060
C 1.151 -0.434 -0.398 0.036 -0.182 -0.002
C 0.534 0.855 -0.217 0.402 0.204 -0.129
N 1.293 1.800 -0.405 -0.400 -0.326 0.012
H -1.520 1.469 0.258 0.018 -0.093 0.075
H -2.149 -0.755 0.972 0.123 0.001 -0.095
H 1.148 -0.878 -1.392 -0.004 0.070 0.159
H 1.977 -0.712 0.249 -0.195 0.031 -0.017
```
Forces are in eV/Å.

Computed properties:
electronic energy	-8199.8286	eV
relative energy (zero: lowest compared OMol25 entry of this formula, charge and spin)	391.4	kJ/mol
largest force on an atom	0.0100	Eh/bohr
charge	0
HOMO level (spin up / spin down)	-7.72 / -7.72	eV
HOMO-LUMO gap (spin up / spin down)	8.1 / 8.1	eV

---

The following is a DFT calculation (the ωB97M-V functional and the def2-TZVPD basis) of a molecular structure, C63H54BrNOP2SV.

```
124
Properties=species:S:1:pos:R:3:forces:R:3
V 0.596 -0.118 -0.445 -1.442 0.940 -1.030
C -0.282 -0.920 -6.138 0.287 0.052 0.103
C 0.175 -0.294 -4.814 -0.218 0.162 -0.109
C -0.613 0.989 -4.562 0.291 -0.073 0.121
C 0.032 -1.342 -3.737 0.191 0.033 0.014
C 1.151 -2.047 -3.298 -0.018 0.055 -0.130
C 1.025 -3.210 -2.545 -0.159 -0.169 -0.061
C -0.229 -3.687 -2.178 0.205 0.015 -0.009
C -0.406 -5.006 -1.486 -0.006 0.042 0.008
C -1.342 -2.932 -2.540 0.012 0.027 -0.090
C -1.219 -1.789 -3.308 0.054 -0.036 0.014
H -0.142 -0.213 -6.951 -0.008 0.059 -0.146
H -1.336 -1.182 -6.086 -0.143 -0.040 -0.023
H 0.285 -1.822 -6.359 0.016 -0.094 -0.075
H 1.236 -0.033 -4.900 -0.064 -0.062 0.047
H -1.683 0.797 -4.551 -0.163 0.008 0.008
H -0.405 1.701 -5.358 -0.056 0.063 -0.081
H -0.331 1.444 -3.616 -0.039 0.073 -0.034
H 2.135 -1.738 -3.637 0.010 0.013 -0.037
H 1.911 -3.784 -2.303 0.044 -0.045 0.070
H -1.081 -5.634 -2.066 -0.030 -0.098 0.005
H -0.845 -4.882 -0.494 -0.001 -0.008 0.085
H 0.540 -5.532 -1.389 0.055 -0.054 0.056
H -2.327 -3.294 -2.277 -0.101 0.003 0.035
H -2.114 -1.280 -3.638 -0.077 0.099 -0.022
O -1.011 0.817 -1.475 1.100 -0.246 -2.236
S -1.483 0.529 -0.102 -4.024 0.272 1.211
C -2.348 1.993 0.436 0.491 -0.722 0.314
C -3.686 1.945 0.751 -0.055 -0.210 -0.118
C -4.395 3.075 1.177 0.023 0.146 -0.061
C -3.706 4.250 1.324 0.151 -0.283 -0.053
C -4.153 5.612 1.747 -0.214 0.167 0.095
C -2.866 6.469 1.776 -0.117 0.294 0.098
C -1.775 5.541 1.347 0.374 -0.227 -0.113
C -0.423 5.721 1.201 -0.352 0.093 0.080
C 0.348 4.636 0.767 -0.099 -0.346 -0.088
C -0.173 3.387 0.456 0.250 -0.130 -0.045
P 1.026 2.178 -0.232 1.082 1.575 0.320
C 1.338 2.774 -1.916 -0.067 -0.157 -0.089
C 0.675 3.841 -2.511 0.052 -0.205 0.194
C 1.045 4.247 -3.783 -0.040 0.100 -0.070
C 2.069 3.602 -4.454 0.015 -0.085 0.033
C 2.716 2.520 -3.870 0.034 -0.051 -0.074
C 2.345 2.097 -2.608 -0.111 -0.056 0.142
C 2.650 2.491 0.540 -0.126 -0.184 0.076
C 3.454 3.572 0.177 -0.065 -0.058 0.001
C 4.694 3.738 0.767 -0.005 0.100 -0.067
C 5.140 2.840 1.724 -0.049 -0.100 0.039
C 4.357 1.750 2.070 0.118 0.041 0.036
C 3.128 1.563 1.463 -0.123 -0.002 -0.076
C -1.571 3.165 0.623 0.246 0.524 0.090
C -2.318 4.272 1.076 0.070 -0.217 -0.175
C -2.622 -0.839 -0.168 0.522 0.388 0.584
C -3.738 -0.859 -0.979 0.123 0.288 -0.065
C -4.596 -1.968 -1.033 0.032 -0.016 0.001
C -4.315 -3.055 -0.241 0.325 0.246 0.118
C -5.010 -4.366 -0.056 -0.249 -0.164 -0.083
C -4.197 -5.107 1.031 -0.220 -0.323 0.063
C -3.035 -4.216 1.324 0.415 0.186 0.158
C -1.950 -4.358 2.152 -0.464 -0.147 -0.212
C -1.003 -3.327 2.193 0.081 0.447 -0.188
C -1.122 -2.150 1.470 -0.041 0.025 -0.045
P 0.202 -0.903 1.648 0.619 -1.112 1.747
C 1.727 -1.688 2.140 -1.335 1.432 -1.991
C 2.013 -2.208 3.401 1.021 -0.449 1.274
C 3.100 -2.965 3.753 -1.001 0.521 -0.002
C 4.308 -3.208 2.942 0.215 -0.151 -0.254
C 4.951 -2.937 0.883 0.060 -0.148 -0.208
C 2.473 -2.023 0.863 -0.065 -0.719 1.077
C -0.555 0.270 2.831 -0.005 -0.167 -0.161
C 0.102 1.466 3.123 0.043 -0.142 0.066
C -0.558 2.481 3.792 0.036 0.012 0.078
C -1.882 2.321 4.171 0.046 -0.032 -0.028
C -2.532 1.126 3.913 -0.079 -0.021 0.049
C -1.879 0.105 3.245 0.075 -0.066 0.061
C -2.257 -1.959 0.625 0.018 -0.545 0.320
C -3.163 -3.033 0.570 0.013 0.186 -0.116
H -4.214 1.009 0.659 -0.047 -0.097 0.034
H -5.453 3.001 1.372 -0.101 -0.018 0.037
H -4.640 5.575 2.723 -0.039 0.021 -0.025
H -4.885 6.008 1.040 -0.009 -0.015 0.055
H -2.668 6.867 2.772 0.001 0.024 -0.025
H -2.936 7.325 1.102 0.021 -0.008 0.042
H 0.049 6.669 1.400 0.080 0.116 0.053
H 1.412 4.792 0.672 0.033 0.010 -0.021
H -0.121 4.353 -1.987 -0.023 0.044 0.015
H 0.533 5.077 -4.246 -0.022 0.063 -0.041
H 2.363 3.936 -5.437 0.029 0.040 -0.114
H 3.512 2.018 -4.398 0.052 -0.049 -0.045
H 2.843 1.251 -2.130 0.056 0.171 -0.148
H 3.124 4.266 -0.584 0.024 0.033 -0.060
H 5.320 4.566 0.472 0.040 0.091 -0.015
H 6.105 2.978 2.184 0.117 0.039 0.062
H 4.704 1.041 2.805 0.049 -0.094 0.053
H 2.538 0.676 1.683 0.232 0.174 0.084
H -3.949 0.007 -1.591 -0.061 0.059 -0.080
H -5.454 -1.942 -1.684 -0.110 0.009 -0.080
H -5.018 -4.922 -0.994 -0.038 -0.010 -0.035
H -6.052 -4.224 0.232 -0.007 -0.005 -0.025
H -3.868 -6.091 0.696 -0.022 -0.002 0.021
H -4.794 -5.263 1.932 0.028 -0.034 -0.012
H -1.809 -5.235 2.763 0.014 -0.157 0.067
H -0.136 -3.455 2.826 0.078 -0.028 0.008
H 1.272 -2.010 4.168 -0.012 -0.132 0.107
H 3.098 -3.402 4.740 -0.075 0.018 0.181
H 5.095 -3.612 3.581 -0.040 0.092 -0.145
H 5.738 -3.059 0.158 0.096 0.058 -0.086
H 2.142 -1.656 -1.102 0.010 0.123 -0.169
H 1.135 1.602 2.836 -0.024 0.052 0.006
H -0.038 3.400 4.011 0.066 0.128 0.034
H -2.401 3.119 4.678 -0.049 0.091 0.087
H -3.555 0.987 4.229 -0.096 -0.014 0.043
H -2.401 -0.823 3.057 -0.016 0.005 -0.011
Br 5.407 -5.691 1.781 -0.232 0.440 -0.087
C 4.280 -4.096 1.619 0.389 -0.187 0.266
C 4.845 -2.056 2.099 0.043 0.066 0.262
C 3.984 -1.790 0.903 0.074 0.123 -0.068
N 1.868 -1.260 -0.196 2.150 -1.310 -0.279
C 2.135 -3.486 0.675 0.142 -0.180 -0.308
C 2.951 -4.452 1.066 -0.114 -0.074 -0.157
H 5.539 -1.329 2.485 0.093 0.152 -0.065
H 4.274 -0.919 0.323 0.137 -0.095 0.101
H 1.164 -3.674 0.244 -0.145 -0.150 0.036
H 2.694 -5.495 0.973 -0.154 -0.109 0.021
```
Forces are in eV/Å.

Computed properties:
electronic energy	-194871.6442	eV
largest force on an atom	0.0819	Eh/bohr
charge	+2
2S+1	2
HOMO level (spin up / spin down)	-11.18 / -10.93	eV
HOMO-LUMO gap (spin up / spin down)	4.3 / 4.2	eV

---

The following is a DFT calculation (the ωB97M-V functional and the def2-TZVPD basis) of a gas-phase ion, C10H12NO (charge +1).

```
24
Properties=species:S:1:pos:R:3:forces:R:3
C 2.124 -2.294 -0.527 -1.983 0.548 2.472
C 2.228 -0.963 -0.812 -1.061 -0.019 -1.851
C 1.087 -2.684 0.470 2.938 -2.587 -0.993
C 1.192 0.064 -0.400 3.779 -1.195 1.332
C 0.466 -1.734 1.191 -0.149 1.454 -0.324
C 0.585 -0.362 0.930 0.305 1.317 -2.555
C -0.043 0.644 1.518 -0.609 -1.610 2.117
C -0.682 1.849 1.667 -0.303 2.500 -2.222
C -2.007 1.884 0.804 1.349 3.487 -0.441
C -1.427 0.315 -2.254 -0.688 -0.438 1.729
N -1.871 0.474 -1.023 1.161 1.020 -3.286
O -1.680 1.841 -0.616 -0.655 -1.535 1.331
H 2.786 -3.034 -0.885 0.529 -0.550 -0.567
H 2.802 -0.647 -1.685 0.482 -0.187 0.482
H 0.997 -3.798 0.830 -0.009 2.282 -1.165
H 1.653 1.071 -0.545 -0.665 -0.568 0.805
H -0.219 -2.006 1.907 -1.217 -0.631 1.886
H -0.911 2.279 2.576 -1.127 -0.559 3.103
H -0.065 2.753 1.490 0.395 -0.276 -1.452
H -2.629 1.091 1.123 -0.863 -0.673 -0.091
H -2.447 2.953 1.034 0.559 -2.285 -0.663
H -1.545 -0.675 -2.716 -0.214 0.291 0.639
H 0.482 -0.031 -1.167 -1.384 -0.134 -1.080
H -0.877 1.010 -2.911 -0.568 0.350 0.793
```
Forces are in eV/Å.

Computed properties:
electronic energy	-14087.3973	eV
relative energy (zero: lowest compared OMol25 entry of this formula, charge and spin)	276.6	kJ/mol
largest force on an atom	0.0813	Eh/bohr
charge	+1
2S+1	3
HOMO level (spin up / spin down)	-12.19 / -13.39	eV
HOMO-LUMO gap (spin up / spin down)	7.5 / 6.5	eV

---

The following is a DFT calculation (the ωB97M-V functional and the def2-TZVPD basis) of a molecular structure, C4H5ClF2.

```
12
Properties=species:S:1:pos:R:3:forces:R:3
C -1.009 1.431 1.695 1.601 -1.694 -5.558
C -0.640 0.692 -0.029 0.474 1.577 7.740
C 0.613 -1.295 -1.175 0.431 0.252 1.538
C 0.496 -0.290 -0.025 3.072 0.582 -1.373
F 0.775 -0.881 1.198 -0.910 0.708 -1.186
F 1.728 0.522 -0.269 -1.731 -0.568 0.728
Cl -1.906 0.756 -1.035 -1.170 -0.270 -1.580
H -1.823 2.141 1.594 0.036 -0.158 0.214
H -0.097 1.630 2.252 -0.300 -0.189 0.074
H 1.517 -1.914 -1.041 -0.078 0.857 -0.275
H 0.501 -0.805 -2.128 0.265 0.096 -0.231
H -0.155 -1.987 -1.036 -1.690 -1.195 -0.090
```
Forces are in eV/Å.

Computed properties:
electronic energy	-22181.6825	eV
relative energy (zero: lowest compared OMol25 entry of this formula, charge and spin)	411.4	kJ/mol
largest force on an atom	0.1539	Eh/bohr
charge	0
HOMO level (spin up / spin down)	-8.95 / -9.68	eV
HOMO-LUMO gap (spin up / spin down)	8.5 / 9.1	eV